No. 1
ORCA calculation (ωB97M-V/def2-TZVPD) on a structure of composition C24H19BrN5O6Tc.

Last column: Mulliken charge in e.
CARTESIAN COORDINATES (ANGSTROEM)
Tc 0.072 0.635 -0.473  -0.113
Br 0.285 2.768 6.595  -0.170
C -0.111 2.002 4.907  -0.254
C -1.448 1.951 4.478  -0.502
C -1.755 1.400 3.268  -0.702
C -0.751 0.878 2.401  0.328
O -1.066 0.327 1.302  -0.513
C 0.619 0.969 2.853  0.123
C 1.691 0.473 2.074  0.369
N 1.620 0.184 0.799  0.638
C 2.686 -0.438 0.146  0.076
C 4.004 -0.506 0.562  -0.754
C 4.960 -1.134 -0.239  -1.062
C 4.620 -1.718 -1.434  -0.854
C 3.285 -1.683 -1.890  0.870
C 2.853 -2.246 -3.110  -0.559
C 1.535 -2.103 -3.478  -1.095
C 0.658 -1.394 -2.657  -0.065
N 1.024 -0.845 -1.500  0.540
C 2.321 -1.014 -1.098  0.582
C 0.899 1.514 4.117  -0.594
H -2.220 2.351 5.120  0.450
H -2.778 1.354 2.928  0.493
H 2.625 0.306 2.605  0.305
H 4.322 -0.044 1.484  0.402
H 5.986 -1.143 0.090  0.410
H 5.364 -2.201 -2.046  0.448
H 3.556 -2.766 -3.740  0.483
H 1.167 -2.513 -4.407  0.440
H -0.368 -1.239 -2.958  0.531
H 1.926 1.570 4.447  0.496
N 0.524 4.764 0.368  -0.393
C 0.362 3.569 -0.191  0.699
O -0.127 2.629 0.456  -0.284
C 0.824 3.331 -1.593  -0.722
C 1.409 1.920 -1.642  -0.715
H 0.193 4.924 1.308  0.254
H 0.875 5.550 -0.155  0.216
H 1.538 4.091 -1.920  0.466
H -0.061 3.368 -2.238  0.301
H 2.412 1.935 -1.205  0.461
H 1.510 1.596 -2.678  0.385
O -5.959 -2.236 -3.136  -0.489
C -5.133 -1.198 -2.903  0.536
O -5.318 -0.149 -3.437  -0.446
C -3.997 -1.483 -1.982  0.558
C -3.768 -2.627 -1.234  -0.697
N -2.587 -2.469 -0.611  -0.482
N -2.031 -1.302 -0.897  0.199
C -2.861 -0.670 -1.710  0.412
C -2.505 0.726 -2.147  0.116
O -3.264 1.444 -2.744  -0.629
O -1.303 1.062 -1.793  -0.367
H -5.728 -3.054 -2.682  0.293
H -4.350 -3.517 -1.092  0.362
H -2.131 -3.111 0.022  0.218

multiplicity	2
charge	+1
frontier orbital gap (alpha / beta)	5.7309 / 6.1167	eV
DFT total energy	-117168.0770	eV
strongest force on any atom	2.83	eV Å⁻¹
HOMO energy (alpha / beta)	-10.61 / -10.84	eV
lowest unoccupied orbital energy (alpha / beta)	-4.8825 / -4.7217	eV
energy relative to the best compared isomer or geometry (same formula, charge and spin)	36.6	kcal per mole

---

No. 2
ORCA calculation (ωB97M-V/def2-TZVPD) on a structure of composition C24H19BrNO2PtSbSe4.

Last column: Mulliken charge in e.
CARTESIAN COORDINATES (ANGSTROEM)
Pt -0.230 -1.147 0.028  0.407
Br 2.025 -1.886 -0.717  -0.280
C 1.692 -3.736 -0.386  1.122
C 2.691 -4.624 -0.647  -0.786
C 2.445 -5.994 -0.424  -0.388
C 1.224 -6.391 0.038  -0.926
C 0.189 -5.462 0.307  1.078
C -1.071 -5.899 0.774  -1.158
C -2.045 -4.982 1.027  -0.547
C -1.811 -3.602 0.836  -0.140
C -0.618 -3.088 0.373  0.494
C 0.408 -4.067 0.101  -0.173
H 3.649 -4.284 -1.019  0.365
H 3.226 -6.718 -0.624  0.354
H 1.017 -7.442 0.210  0.340
H -1.253 -6.956 0.924  0.355
H -3.013 -5.322 1.378  0.042
H -2.623 -2.932 1.080  0.249
Se -5.063 -7.660 1.874  -0.651
Sb -6.199 -5.585 2.292  0.340
Se -1.826 1.420 2.092  -0.095
Se -2.383 -0.356 0.708  -0.413
Se -8.483 -5.966 2.920  -0.705
C 3.308 1.943 0.505  -0.582
O 3.001 2.939 1.486  -0.526
C 2.414 4.065 0.946  0.358
C 3.205 5.118 0.536  -0.377
C 2.635 6.272 0.006  -0.494
C 1.256 6.337 -0.111  -0.747
C 0.452 5.284 0.302  -0.471
C 1.008 4.127 0.858  0.649
N 0.260 3.086 1.357  -0.169
C -1.108 2.863 0.910  -1.119
C -1.254 2.582 -0.552  0.888
C -2.145 3.311 -1.327  -0.513
C -2.287 3.077 -2.687  -0.757
C -1.513 2.085 -3.277  -0.548
C -0.626 1.340 -2.520  -0.513
C -0.480 1.560 -1.141  0.419
O 0.363 0.851 -0.408  -0.944
H 4.057 2.324 -0.197  0.378
H 2.412 1.629 -0.038  0.069
H 3.717 1.092 1.048  0.214
H 4.279 5.017 0.640  0.407
H 3.260 7.095 -0.317  0.357
H 0.789 7.217 -0.538  0.366
H -0.619 5.351 0.177  0.258
H 0.767 2.216 1.447  0.447
H -1.708 3.736 1.173  0.595
H -2.746 4.079 -0.847  0.363
H -2.990 3.656 -3.274  0.356
H -1.610 1.881 -4.338  0.352
H -0.043 0.544 -2.967  0.398

charge	-2
frontier orbital gap	6.1160	eV
DFT total energy	-371997.7803	eV
strongest force on any atom	0.10	eV Å⁻¹
HOMO energy	-2.37	eV
lowest unoccupied orbital energy	3.7432	eV
energy relative to the best compared isomer or geometry (same formula, charge and spin)	0.0	kcal per mole